C37H75NO13S | wB97M-V/def2-TZVPD

Orbital gap (alpha / beta): 0.0648 / 0.3325 Ha
Highest occupied orbital energy (alpha / beta): 0.34 / -7.00 eV
Total charge: -1
Spin multiplicity: 2
Strongest force on any atom: 5.566 eV/Å

Each line ends with the Mulliken spin population.
Cartesian coordinates (Å):
S (-0.516, 1.259, -0.956)  0.9061
O (-1.257, 2.211, -0.091)  0.1535
O (-3.586, -3.088, 2.741)  -0.0020
O (-4.164, 1.043, 4.366)  -0.0152
O (6.365, 0.800, -0.438)  -0.0075
O (2.645, -4.697, 1.804)  -0.0293
O (-0.941, -2.128, -5.375)  -0.0251
O (-0.993, 1.051, -2.353)  0.1074
O (2.466, -0.298, 2.918)  0.0054
O (3.319, 4.697, 2.076)  -0.0119
O (1.147, 1.571, -0.971)  -0.0657
O (-5.111, -1.120, -1.752)  0.0039
O (-0.182, -0.117, -0.188)  -0.4997
O (-1.845, 3.734, -6.339)  -0.0180
N (1.936, -6.368, 0.507)  -0.0148
C (-4.118, 3.153, -6.742)  -0.0027
C (-4.894, 1.115, -2.104)  -0.0348
C (2.467, -4.220, -0.566)  0.0108
C (-3.350, 0.599, 3.260)  -0.0213
C (-0.621, -3.943, -4.100)  -0.0022
C (-2.449, 3.653, -5.062)  0.0193
C (-1.591, -2.766, 1.419)  -0.0014
C (-3.852, 2.967, -5.188)  -0.0047
C (7.556, 1.340, -1.037)  0.0017
C (2.213, -1.558, 3.515)  -0.0230
C (7.585, 2.741, -0.551)  0.0016
C (1.021, 5.023, 2.325)  0.0244
C (-1.009, -2.722, -3.242)  0.0370
C (3.230, 0.422, 3.827)  -0.0088
C (1.678, -7.448, 1.398)  0.0144
C (1.191, -0.503, -0.205)  0.2943
C (-0.782, -1.527, -4.102)  0.0384
C (7.048, 2.646, 0.855)  -0.0014
C (3.145, -0.279, 5.123)  0.0036
C (3.028, -1.665, 4.744)  0.0093
C (-0.382, -3.422, -5.478)  0.0022
C (-2.633, -3.833, 3.474)  0.0070
C (-6.352, -0.565, -1.410)  0.0284
C (-1.960, 1.328, 3.341)  -0.1207
C (2.426, 5.631, 2.643)  0.0099
C (-1.392, -3.808, 2.578)  -0.0035
C (-3.808, 2.322, 4.713)  0.0291
C (6.282, 1.290, 0.872)  0.0082
C (2.735, 4.287, 0.871)  0.0647
C (-6.262, 0.667, -2.127)  -0.0119
C (-4.142, -0.194, -2.101)  -0.1883
C (1.175, 4.124, 1.087)  -0.1812
C (-2.689, 3.253, -7.302)  0.0142
C (2.303, -5.084, 0.715)  0.0657
C (1.973, 0.808, -0.096)  -0.1881
C (-2.231, 2.273, 4.536)  0.0052
C (-3.094, -2.801, 1.370)  -0.0447
H (0.626, 4.477, 3.180)  0.0061
H (-2.626, 3.814, -8.234)  0.0038
H (-4.670, 1.756, -1.252)  0.0402
H (-4.640, 3.463, -4.621)  0.0194
H (-4.369, 2.955, 4.026)  -0.0070
H (-0.443, -3.543, 3.045)  0.0017
H (2.939, 0.748, -0.598)  -0.0548
H (-3.872, 0.748, 2.315)  0.0433
H (-1.668, 1.756, 2.382)  0.0716
H (-3.810, 1.937, -4.834)  0.0333
H (8.595, 3.103, -0.359)  0.0001
H (0.349, 5.864, 2.153)  -0.0150
H (-1.212, -1.783, 1.701)  0.0414
H (3.099, 3.329, 0.499)  0.0057
H (2.562, -2.227, 5.553)  0.0001
H (-2.510, -3.403, 4.468)  -0.0025
H (2.518, 6.622, 2.200)  -0.0016
H (1.511, -4.362, -1.071)  0.0232
H (4.291, 0.383, 3.578)  0.0081
H (1.924, -8.441, 1.021)  -0.0062
H (-0.837, -4.069, -6.227)  0.0002
H (2.257, 0.099, 5.630)  -0.0012
H (2.070, -7.244, 2.394)  0.0025
H (0.636, -3.478, -5.863)  0.0008
H (0.211, -1.087, -4.012)  0.0172
H (7.527, 1.318, -2.127)  0.0004
H (-6.691, 0.602, -3.127)  0.0054
H (3.306, -4.521, -1.195)  -0.0311
H (4.082, 0.017, 5.594)  0.0001
H (-1.073, -2.995, 0.488)  -0.0241
H (-2.554, 2.175, -7.395)  0.0003
H (0.688, 4.411, 0.155)  0.0843
H (0.597, -7.539, 1.507)  -0.0012
H (-4.252, 2.480, 5.696)  0.0000
H (-2.893, -4.883, 3.607)  0.0009
H (6.380, 3.491, 1.025)  0.0019
H (5.228, 1.168, 1.121)  0.0169
H (-3.812, -0.359, -3.127)  -0.0063
H (-1.184, 0.574, 3.472)  0.0231
H (2.605, -3.149, -0.423)  0.0423
H (-1.803, 3.240, 4.272)  0.0011
H (-7.200, -1.171, -1.729)  -0.0041
H (-1.980, 3.029, -4.301)  0.0379
H (1.271, -1.059, 0.729)  0.0039
H (2.264, -2.454, 2.897)  -0.0058
H (-4.698, 4.070, -6.849)  -0.0006
H (6.799, 0.530, 1.458)  0.0010
H (7.803, 2.708, 1.639)  -0.0004
H (0.933, 3.138, 1.483)  0.0376
H (2.721, 5.572, 3.690)  -0.0028
H (8.404, 0.759, -0.673)  -0.0012
H (7.062, 3.512, -1.117)  -0.0026
H (-3.324, 0.076, -1.433)  0.2180
H (-1.617, -0.829, -4.162)  0.0193
H (-0.359, -2.803, -2.371)  -0.0237
H (-6.448, -0.343, -0.347)  0.0070
H (-4.640, 1.782, -2.929)  0.0338
H (4.064, -1.873, 4.478)  0.0002
H (1.756, -6.652, -0.445)  -0.0096
H (-2.657, 4.583, -4.534)  -0.0277
H (-1.200, -4.816, 2.210)  0.0024
H (2.785, 1.408, 3.961)  0.0030
H (-3.499, -3.554, 0.693)  0.0009
H (2.787, 5.064, 0.109)  -0.0142
H (-6.900, 1.414, -1.656)  -0.0172
H (-4.795, 2.429, -7.196)  -0.0034
H (1.166, -1.477, 3.806)  0.0032
H (-1.795, 1.858, 5.445)  -0.0028
H (0.208, -4.526, -3.699)  0.0076
H (-1.429, -4.666, -4.211)  0.0012
H (-3.229, -0.482, 3.325)  0.0001
H (2.035, 1.339, 0.853)  0.0279
H (1.439, -1.150, -1.047)  -0.0254
H (-3.498, -1.853, 1.013)  0.0488
H (-2.037, -2.858, -2.905)  0.0050

Cartesian forces, eV/Å:
-1.142 2.228 -1.508
0.629 -1.120 -0.482
-0.219 0.602 -1.139
-0.087 -2.557 -0.750
0.215 -0.078 -2.152
-0.234 0.549 1.122
0.150 0.067 -3.246
0.643 -0.017 1.526
0.298 -0.692 -1.135
0.585 -0.315 -0.636
-0.214 2.137 -1.310
0.583 -3.468 0.998
-1.095 -1.113 0.334
0.703 1.151 1.504
-0.175 -0.739 -2.374
-0.654 1.081 1.485
1.632 1.868 -0.429
-0.937 -0.519 0.342
0.297 -0.335 -0.074
-0.110 -1.380 0.329
-2.081 -0.988 1.754
-0.331 -0.921 1.399
0.190 0.360 -1.845
-0.843 -0.400 -0.138
-2.329 -0.852 -0.200
1.541 1.278 1.161
-0.400 1.575 0.292
0.360 -1.568 1.716
0.151 0.962 -0.153
-1.183 0.080 1.345
1.147 -0.525 2.484
-0.630 -0.752 -1.183
-1.984 0.095 1.068
-0.154 2.762 1.616
1.000 -0.966 0.278
0.265 0.342 -0.132
0.824 0.380 -1.057
0.362 -0.743 0.762
-1.584 -0.867 0.077
-0.602 -1.616 0.206
2.006 0.221 -0.401
0.984 0.011 -0.656
0.596 -0.721 0.048
-1.852 -0.757 -0.825
-4.079 3.547 -1.328
0.223 2.359 -0.730
1.982 0.349 1.419
-2.244 -1.915 -0.408
1.791 0.443 -0.453
-0.525 -0.817 -1.281
-0.319 0.887 -0.389
-0.882 0.242 0.303
0.098 -0.064 -0.046
0.246 -0.161 0.029
0.017 -0.368 0.458
0.192 0.108 0.077
0.580 0.940 -0.223
-0.106 -0.040 0.600
0.122 -0.067 0.238
-0.032 0.507 -0.116
-0.434 0.655 0.131
0.039 -0.098 -0.438
0.320 0.083 -0.841
-0.271 -0.044 -0.001
-0.184 0.045 0.218
0.689 0.284 0.122
0.450 -0.639 -0.358
0.077 0.251 -0.047
0.231 0.178 0.037
0.131 0.156 -0.666
0.150 0.710 -0.718
0.853 0.292 -0.152
-1.000 0.527 -0.132
0.090 -0.072 0.532
0.259 -0.177 -0.184
0.728 0.752 0.582
-0.141 0.329 0.223
-0.313 -0.528 0.058
0.290 -0.323 -0.346
-0.152 -0.474 0.059
-0.314 -0.279 0.983
-0.245 -0.367 0.000
1.101 -0.219 -0.992
-0.438 -0.275 0.478
-0.308 0.099 0.354
0.660 0.287 0.319
-0.568 -0.087 0.009
-0.168 -0.087 0.237
-0.044 0.905 0.308
0.440 -0.537 0.132
0.062 0.060 0.692
-0.124 -0.197 0.715
0.035 0.183 0.550
0.290 -0.428 0.033
1.173 0.028 -0.523
0.299 -0.348 -0.117
0.465 0.413 -0.661
0.226 0.462 0.018
0.299 0.199 0.749
0.096 -0.257 -0.139
-0.154 -0.184 -0.955
-0.463 0.754 0.164
0.331 0.010 -0.021
-0.140 -0.501 -0.324
0.435 -1.538 0.290
0.610 0.463 0.932
-0.189 0.595 0.347
0.158 -0.423 0.422
-0.027 -0.296 -0.168
-0.010 -1.354 0.135
0.023 0.539 -0.059
0.636 0.700 -0.686
-0.173 -0.019 -0.400
0.627 0.390 -0.569
0.166 -0.314 0.012
0.633 0.114 -0.215
-0.290 0.249 0.067
0.565 -0.510 -0.060
-0.450 -0.388 0.223
0.034 0.240 0.037
0.217 0.190 0.110
-0.261 0.070 0.495
-0.150 -0.041 0.341
-0.031 -0.732 0.328
0.066 0.371 -0.274
-0.302 0.073 0.443
0.004 0.392 -0.010

***

C2HF5N2O | wB97M-V/def2-TZVPD

Orbital gap: 0.4080 Ha
Highest occupied orbital energy: -11.47 eV
Total charge: 0
SMILES: O=CC(F)(N(F)F)N(F)F
Strongest force on any atom: 4.140 eV/Å

Each line ends with the Löwdin charge.
Cartesian coordinates (Å):
F (-0.114, 2.242, -0.165)  0.0328
F (1.863, 1.401, -0.750)  0.0597
F (0.006, -2.349, -0.107)  0.0264
F (1.792, -1.370, -0.629)  0.0356
F (0.814, -0.167, 1.368)  0.0730
O (-1.933, -0.021, 1.525)  0.1530
N (0.524, 1.109, -0.639)  -0.0336
N (0.429, -1.179, -0.739)  0.0176
C (-1.413, 0.105, 0.480)  -0.1787
C (0.110, -0.070, 0.154)  -0.3641
H (-2.078, 0.297, -0.498)  0.1784

Cartesian forces, eV/Å:
0.762 -0.394 0.548
-0.842 -0.380 1.178
-0.622 0.644 0.049
0.020 0.625 -0.334
-0.939 -0.026 -1.421
0.608 -0.059 1.049
-1.218 -0.181 -1.845
0.225 -1.429 0.080
-1.825 -0.119 -3.714
2.333 1.514 2.765
1.497 -0.195 1.644